Record 1
DFT (the ωB97M-V functional and the def2-TZVPD basis) results for a structure of composition C33H46As3ClIN6O5STi at a distorted geometry.

XYZ file:
```
97
C33H46As3ClIN6O5STi, DFT the ωB97M-V functional and the def2-TZVPD basis
Ti 1.07332 0.97076 1.25884
C -4.05507 0.21424 1.98876
As -2.25768 0.14501 1.11098
C -2.70263 1.72683 0.00672
C -2.71293 -1.18786 -0.31452
C -2.62711 -2.68442 0.02671
C -3.31038 -2.96213 1.37477
C -1.18294 -3.20847 0.06973
As 0.22715 -2.28021 1.14186
C 1.51746 -3.77089 0.81886
C -0.29277 -2.98147 2.90301
C -3.40700 -3.50240 -1.02210
As -3.06306 -3.56071 -2.98108
C -1.16360 -3.12407 -3.28669
C -3.79095 -1.79881 -3.48563
H -4.85170 0.00451 1.27306
H -4.19109 1.22099 2.38192
H -4.12859 -0.48254 2.82344
H -3.18996 1.41238 -0.91841
H -1.80296 2.28718 -0.22987
H -3.38084 2.37897 0.55521
H -2.01594 -0.96788 -1.12831
H -3.72583 -0.95446 -0.65755
H -2.80609 -2.41625 2.17051
H -3.28183 -4.02789 1.61290
H -4.35419 -2.64154 1.34789
H -0.77335 -3.19946 -0.93949
H -1.20381 -4.25398 0.39392
H 1.00312 -4.73076 0.76093
H 2.23231 -3.81840 1.64181
H 2.07329 -3.60986 -0.10618
H -0.72961 -3.97801 2.81948
H -0.98366 -2.30368 3.39432
H 0.59754 -3.02705 3.53064
H -4.46173 -3.20455 -0.98705
H -3.38008 -4.55311 -0.71597
H -0.53120 -3.94343 -2.94778
H -0.84346 -2.19774 -2.80817
H -1.02986 -3.02351 -4.36471
H -4.82902 -1.72157 -3.16213
H -3.76898 -1.70418 -4.57182
H -3.22557 -0.97785 -3.04494
O -0.11087 -0.42454 4.72594
C 0.70031 0.29330 4.17114
O 0.85359 0.26639 2.85730
C 1.55159 1.22928 4.94709
C 1.35074 1.24192 6.33265
C 2.06979 2.07084 7.16259
C 3.01812 2.92887 6.60474
C 3.22570 2.93946 5.24420
C 2.50288 2.09822 4.37640
S 2.86572 2.24100 2.68132
H 0.59597 0.57525 6.72895
H 1.90014 2.06528 8.23199
H 3.58408 3.60360 7.23684
H 3.94453 3.61438 4.79737
N 5.74443 1.52722 0.72700
N 4.73254 0.60091 0.62728
N 4.75454 -0.48950 1.39799
C 3.50622 -0.84769 1.39824
N 2.71707 -0.00474 0.68730
N 3.50467 0.94756 0.21580
H 5.73448 2.07852 -0.12061
H 5.52833 2.13606 1.51531
H 3.12859 -1.70532 1.92511
C -1.28250 -0.40414 -5.46456
C 0.21235 -0.25431 -5.38161
C 1.04525 -1.11289 -6.09263
C 2.40981 -0.89566 -6.13134
Cl 3.41723 -1.98485 -7.04266
C 2.97507 0.19136 -5.48607
C 2.15648 1.03159 -4.75228
C 0.79311 0.79149 -4.66288
O -0.00278 1.66130 -3.95083
C -0.51976 1.19183 -2.71229
C 0.52357 0.99028 -1.59792
O 1.69236 1.26132 -1.81662
O 0.05454 0.57283 -0.47393
H -1.54633 -1.06937 -6.28639
H -1.74060 0.57139 -5.63269
H -1.71504 -0.81439 -4.55210
H 0.61768 -1.94760 -6.63403
H 4.03966 0.36940 -5.54674
H 2.57037 1.87319 -4.21843
H -1.09067 0.26685 -2.85192
H -1.20988 1.96328 -2.37569
I -1.40073 2.72269 3.41109
C -0.32540 3.65335 1.84708
C -0.41156 5.01552 1.76700
C 0.38804 5.70969 0.84681
C 1.29492 4.93926 0.10207
C 1.30476 3.57968 0.20916
N 0.45768 2.85971 1.04676
H -1.09814 5.53666 2.41879
H 0.32863 6.78394 0.75136
H 1.98788 5.41517 -0.57987
H 2.00209 2.98336 -0.36239
```

## Properties
ΔE to the lowest compared entry with this formula, charge and spin: 41.5 kcal per mole
calculated total energy: -291236.0058 eV
Kohn-Sham gap (alpha / beta): 4.66 / 6.96 eV
HOMO level (alpha / beta): -0.08496 / -0.16953 Eh
expectation value of S²: 2.028
net charge: -1
spin multiplicity: 3
E_LUMO (alpha / beta): 2.35 / 2.35 eV

Atom charges from the Löwdin analysis, given in e for atoms 1 to 5: 0.679 -0.331 1.117 -0.303 -0.352

---

Record 2
DFT (the ωB97M-V functional and the def2-TZVPD basis) results for a structure of composition C2H2EuFO2 at a distorted geometry.

XYZ file:
```
8
C2H2EuFO2, DFT the ωB97M-V functional and the def2-TZVPD basis
F -0.81962 -3.74102 -2.45839
O 0.16978 0.57853 2.67811
C 0.18901 0.83330 1.58729
C 0.17090 1.10252 0.10890
O 0.47746 -0.12382 -0.35320
Eu -0.28360 -2.03692 -1.43646
H 0.94132 1.88647 -0.03773
H -0.84526 1.50094 -0.08851
```

## Properties
ΔE to the lowest compared entry with this formula, charge and spin: 0.0 kcal per mole
calculated total energy: -28240.1216 eV
Kohn-Sham gap (alpha / beta): 7.15 / 10.05 eV
HOMO level (alpha / beta): -0.43569 / -0.54105 Eh
expectation value of S²: 15.760
net charge: +1
spin multiplicity: 8
E_LUMO (alpha / beta): -4.71 / -4.68 eV

Atom charges from the Löwdin analysis, given in e for atoms 1 to 5: -0.688 0.384 0.099 -0.304 -0.436

---

Record 3
DFT (the ωB97M-V functional and the def2-TZVPD basis) results for the ion C6H10NO with charge +2 at a distorted geometry.

XYZ file:
```
18
C6H10NO, DFT the ωB97M-V functional and the def2-TZVPD basis
O -0.93082 0.63501 1.40248
C -0.86235 -0.30096 2.14933
C 0.25264 -1.34819 1.99028
C 1.08452 -1.08046 0.73808
C 0.41976 -0.54166 -0.44238
C 0.41841 0.74643 -0.84335
N -0.61097 1.36911 -1.68596
C -0.63749 1.40001 -2.95273
H -1.53184 -0.42921 3.01912
H -0.17903 -2.34917 1.90663
H 0.89981 -1.21953 2.86256
H 1.76848 -1.91368 0.51339
H 1.86899 -0.34113 0.99655
H -0.37260 -1.12004 -0.93460
H 1.04986 1.50902 -0.39212
H -1.04379 2.10067 -1.12428
H -0.17280 0.87018 -3.78629
H -1.42078 2.01360 -3.41672
```

## Properties
ΔE to the lowest compared entry with this formula, charge and spin: 8.8 kcal per mole
calculated total energy: -9899.5632 eV
Kohn-Sham gap (alpha / beta): 10.37 / 6.69 eV
HOMO level (alpha / beta): -0.71473 / -0.71085 Eh
expectation value of S²: 0.759
net charge: +2
spin multiplicity: 2
E_LUMO (alpha / beta): -9.08 / -12.65 eV

Atom charges from the Löwdin analysis, given in e for atoms 1 to 5: 0.231 -0.033 -0.044 -0.156 -0.008

---

Q: What is the formula in the second record?
A: C2H2EuFO2

---

Q: Among the records above, which one has the highest calculated total energy?
A: C6H10NO